1.
2 unconnected molecules or ions with the total composition C3H10N2O2 at a distorted geometry, computed with ωB97M-V/def2-TZVPD.

E_HOMO, eV: -8.391
Charge: 0
SMILES: CN=C(O)O.CN
Largest force on an atom, Eh/bohr: 0.0834
Multiplicity: 1

Last column: Mulliken charge in e.
Positions of all 17 atoms, in Å:
C  -1.126  1.468  -0.990  -0.83
N  -0.842  0.655  0.183  -0.44
C  -1.334  -0.540  0.156  0.75
O  -2.295  -0.947  -0.700  -0.47
O  -1.345  -1.298  1.270  -0.54
H  -0.842  0.974  -1.925  0.29
H  -0.560  2.401  -0.923  0.27
H  -2.193  1.712  -1.031  0.32
H  -2.558  -1.841  -0.437  0.34
H  -0.893  -0.793  1.966  0.37
C  2.271  -0.200  0.842  -0.76
N  1.739  -0.589  -0.451  -0.57
H  3.306  0.147  0.769  0.35
H  2.234  -1.044  1.539  0.23
H  1.691  0.619  1.274  0.26
H  2.095  0.049  -1.165  0.23
H  0.652  -0.772  -0.378  0.22



2.
A molecular structure, C21H22N4PdS2SbSe4 at a distorted geometry, computed with ωB97M-V/def2-TZVPD.

E_HOMO (spin up / spin down), eV: -4.466 / -4.475
Charge: -1
Largest force on an atom, Eh/bohr: 0.0224
Multiplicity: 3

Last column: Mulliken charge in e.
Positions of all 55 atoms, in Å:
Pd  2.579  0.801  2.167  -0.43
S  2.213  1.035  -0.127  -0.07
C  0.520  0.696  -0.344  0.31
N  0.016  0.260  -1.565  0.19
C  -1.392  0.015  -1.729  -0.64
C  -2.140  1.057  -0.939  -0.80
N  -1.714  0.966  0.430  0.17
C  -2.752  0.956  1.453  -1.54
C  -3.607  -0.283  1.342  0.65
C  -3.049  -1.523  1.647  -0.21
C  -3.799  -2.680  1.516  -0.70
C  -5.119  -2.611  1.080  -0.38
C  -5.682  -1.381  0.781  -0.57
C  -4.925  -0.222  0.911  -0.30
C  -0.367  0.870  0.721  0.43
S  0.221  0.932  2.353  -0.22
C  0.833  0.101  -2.756  -1.66
C  0.603  1.220  -3.746  0.77
C  0.892  2.536  -3.391  -0.11
C  0.657  3.569  -4.283  -0.77
C  0.130  3.302  -5.542  -0.37
C  -0.159  1.996  -5.903  -0.58
C  0.075  0.960  -5.005  -0.31
H  -1.653  -0.990  -1.373  0.31
H  -1.632  0.087  -2.791  0.42
H  -3.214  0.877  -0.985  0.39
H  -1.933  2.055  -1.345  0.34
H  -3.362  1.860  1.357  0.39
H  -2.259  0.992  2.423  0.51
H  -2.022  -1.573  1.995  0.47
H  -3.359  -3.637  1.763  0.39
H  -5.705  -3.516  0.982  0.37
H  -6.711  -1.321  0.448  0.36
H  -5.368  0.742  0.685  0.37
H  0.577  -0.859  -3.216  0.43
H  1.876  0.058  -2.446  0.50
H  1.309  2.744  -2.411  0.37
H  0.888  4.587  -3.998  0.40
H  -0.051  4.111  -6.238  0.37
H  -0.569  1.779  -6.882  0.36
H  -0.151  -0.062  -5.288  0.35
N  3.864  -1.970  3.060  0.20
C  4.237  -3.225  2.801  -0.17
C  4.206  -3.378  1.427  -0.84
C  3.806  -2.125  0.944  -0.43
N  3.599  -1.280  1.944  -0.09
H  3.796  -1.530  3.972  0.16
H  4.501  -3.890  3.604  0.41
H  4.454  -4.258  0.862  0.34
H  3.665  -1.795  -0.071  0.41
Se  6.570  1.392  4.827  -0.39
Sb  4.560  0.599  6.085  0.79
Se  2.527  0.937  4.639  -0.13
Se  5.361  -1.697  5.993  -0.65
Se  4.160  1.713  8.161  -0.60



3.
A molecular structure, C18H19F4N7OTi at a distorted geometry, computed with ωB97M-V/def2-TZVPD.

E_HOMO, eV: -15.124
Charge: +2
Largest force on an atom, Eh/bohr: 0.0197
Multiplicity: 1

Last column: Mulliken charge in e.
Positions of all 50 atoms, in Å:
Ti  0.031  0.194  0.063  -0.58
C  0.392  0.332  3.255  -0.95
N  1.080  0.475  1.949  0.16
C  1.523  1.897  1.795  -0.76
C  2.281  -0.417  1.905  -0.75
C  2.822  -0.557  0.475  -0.85
N  1.725  -0.279  -0.471  0.89
C  2.046  0.177  -1.785  -0.44
C  1.449  1.355  -2.191  1.28
F  0.606  1.945  -1.261  -0.04
C  1.694  1.955  -3.400  -0.21
F  1.081  3.087  -3.710  -0.27
C  2.580  1.343  -4.266  -0.50
C  3.191  0.163  -3.882  0.20
F  4.045  -0.436  -4.692  -0.26
C  2.933  -0.429  -2.653  0.24
F  3.538  -1.558  -2.305  -0.28
H  1.082  0.559  4.069  0.37
H  0.026  -0.685  3.368  0.34
H  -0.448  1.020  3.297  0.33
H  2.063  2.207  2.690  0.46
H  0.660  2.550  1.673  0.19
H  2.182  2.004  0.936  0.32
H  1.991  -1.377  2.324  0.32
H  3.055  -0.008  2.558  0.40
H  3.210  -1.562  0.320  0.44
H  3.640  0.138  0.288  0.49
H  2.794  1.779  -5.233  0.53
N  -3.654  2.332  0.899  0.12
C  -2.384  2.383  1.259  -0.21
N  -1.742  1.354  0.715  0.25
C  -2.736  0.724  -0.021  -0.30
N  -3.900  1.285  0.066  -0.57
C  -2.094  -1.670  0.116  -0.21
C  -2.980  -2.688  0.402  -0.28
N  -2.647  -3.703  1.198  -0.47
C  -1.421  -3.702  1.708  -0.63
C  -0.525  -2.675  1.459  -0.05
N  -0.868  -1.655  0.673  0.54
H  -4.397  2.971  1.148  0.21
H  -1.975  3.145  1.904  0.47
H  -3.971  -2.698  -0.034  0.44
H  -1.137  -4.536  2.337  0.42
H  0.469  -2.683  1.881  0.44
C  -3.307  -0.797  -1.957  -1.74
C  -2.346  -0.499  -0.838  1.74
O  -1.017  -0.176  -1.320  -0.50
H  -4.325  -0.883  -1.576  0.43
H  -3.027  -1.722  -2.459  0.44
H  -3.288  0.019  -2.677  0.40



4.
A single C5H11NOS molecule, computed with ωB97M-V/def2-TZVPD.

E_HOMO, eV: -8.387
Charge: 0
SMILES: CN1C[C@@H](S)[C@@H](O)C1
Largest force on an atom, Eh/bohr: 0.0132
Multiplicity: 1

Last column: Mulliken charge in e.
Positions of all 19 atoms, in Å:
C  -2.293  -0.792  -0.224  -1.13
N  -1.023  -0.151  -0.508  0.02
C  0.148  -1.041  -0.510  -0.83
C  1.189  -0.323  0.352  -0.13
S  2.877  -0.682  -0.209  -0.22
C  0.767  1.160  0.286  0.05
O  1.122  1.756  -0.948  -0.50
C  -0.748  1.015  0.325  -0.89
H  -2.366  -1.216  0.781  0.42
H  -2.475  -1.563  -0.958  0.37
H  -3.088  -0.063  -0.306  0.33
H  0.500  -1.180  -1.559  0.29
H  -0.109  -2.037  -0.121  0.30
H  1.092  -0.649  1.404  0.35
H  3.524  -0.269  0.883  0.15
H  1.153  1.727  1.144  0.35
H  2.044  1.546  -1.119  0.35
H  -1.225  1.916  -0.079  0.35
H  -1.089  0.847  1.365  0.36



5.
2 unconnected molecules or ions with the total composition BrFHOPS at a distorted geometry, computed with ωB97M-V/def2-TZVPD.

E_HOMO, eV: -10.079
Charge: 0
SMILES: O=P(=S)Br.F
Largest force on an atom, Eh/bohr: 0.0527
Multiplicity: 1

Last column: Mulliken charge in e.
Positions of all 6 atoms, in Å:
O  1.138  0.062  1.871  -0.48
P  1.295  -0.001  0.426  0.78
S  0.967  -1.215  -1.092  -0.22
Br  1.865  1.997  -0.364  -0.08
F  -2.220  -0.232  -0.415  -0.36
H  -3.046  -0.610  -0.427  0.37



6.
A molecular structure, C22H21I2IrN5O3S at a distorted geometry, computed with ωB97M-V/def2-TZVPD.

E_HOMO, eV: -10.083
Charge: +1
Largest force on an atom, Eh/bohr: 0.0226
Multiplicity: 1

Last column: Mulliken charge in e.
Positions of all 55 atoms, in Å:
Ir  0.399  0.179  -0.189  2.61
I  -2.518  4.497  -0.563  0.04
C  -2.515  3.006  0.885  -0.25
C  -3.476  3.037  1.918  -0.24
C  -3.501  2.082  2.895  -0.20
I  -4.943  2.211  4.393  0.11
C  -2.548  1.029  2.876  0.59
C  -2.445  -0.005  3.835  -0.64
C  -1.465  -0.950  3.721  -1.20
C  -0.585  -0.895  2.630  0.00
N  -0.661  0.041  1.718  -0.51
C  -1.615  1.005  1.823  -0.09
C  -1.573  2.009  0.820  0.45
O  -0.638  1.929  -0.112  -1.13
H  -4.198  3.841  1.931  0.35
H  -3.143  -0.032  4.661  0.22
H  -1.365  -1.745  4.446  0.42
H  0.186  -1.645  2.503  0.43
N  1.339  -1.664  -0.288  -0.31
C  2.691  -1.567  0.229  0.36
C  3.665  -2.492  0.013  -0.66
C  4.942  -2.319  0.596  -0.77
C  5.208  -1.235  1.382  -0.90
C  4.217  -0.245  1.592  0.66
C  4.419  0.929  2.357  -0.65
C  3.416  1.848  2.463  -0.94
C  2.203  1.623  1.786  -0.12
N  1.986  0.540  1.079  -0.06
C  2.964  -0.412  0.987  0.39
H  0.737  -2.240  0.306  0.42
H  1.294  -2.076  -1.218  0.39
H  3.461  -3.370  -0.588  0.50
H  5.705  -3.066  0.424  0.42
H  6.181  -1.111  1.841  0.44
H  5.373  1.088  2.844  0.46
H  3.538  2.756  3.035  0.44
H  1.396  2.346  1.813  0.52
C  -2.964  -1.729  -2.001  -1.23
C  -1.802  -1.363  -1.114  0.79
O  -1.026  -0.399  -1.549  -0.95
O  -1.640  -1.945  -0.051  -0.56
H  -2.777  -1.457  -3.037  0.32
H  -3.841  -1.178  -1.655  0.28
H  -3.178  -2.790  -1.908  0.37
C  2.974  1.810  -4.455  -0.86
N  1.637  2.260  -4.095  -0.23
C  0.974  1.868  -3.006  0.63
N  -0.266  2.272  -2.830  -0.14
S  1.812  0.843  -1.891  -0.47
H  3.291  2.364  -5.334  0.34
H  2.983  0.744  -4.680  0.30
H  3.676  2.011  -3.647  0.30
H  1.149  2.848  -4.750  0.24
H  -0.703  2.889  -3.494  0.25
H  -0.732  2.126  -1.932  0.11